{
  "formula": "C35H25F2N2PdS",
  "method": "wB97M-V/def2-TZVPD",
  "mol_weight_g_mol": 650.082,
  "total_charge": 1,
  "orbital_gap_ha": [0.2423, 0.2423],
  "e_above_lowest_kj_mol": 0.0,
  "largest_force_ev_per_a": 1.4,
  "e_tot_ha": -2183.892167,
  "e_homo_ha": [-0.389, -0.389],
  "elements": ["Pd", "F", "C", "C", "C", "C", "C", "F", "C", "C", "C", "C", "C", "C", "N", "H", "H", "H", "H", "H", "H", "C", "C", "C", "C", "C", "C", "C", "C", "C", "S", "C", "N", "H", "H", "H", "H", "H", "H", "H", "H", "C", "C", "C", "C", "C", "C", "C", "C", "C", "C", "C", "C", "C", "C", "H", "H", "H", "H", "H", "H", "H", "H", "H", "H", "H"],
  "xyz": [[-0.03386, 0.45967, 1.19319], [-2.15100, -4.53136, 1.92757], [-2.38281, -3.24018, 1.67819], [-1.71129, -2.64062, 0.63799], [-1.90260, -1.29426, 0.32822], [-2.81938, -0.57674, 1.12351], [-3.47560, -1.24461, 2.15424], [-4.32160, -0.53261, 2.91632], [-3.28623, -2.57024, 2.47113], [-3.02943, 0.89626, 1.07682], [-4.26872, 1.48997, 0.90510], [-4.35283, 2.87417, 0.89283], [-3.19879, 3.62403, 1.05291], [-1.99766, 2.96108, 1.21893], [-1.92452, 1.63064, 1.22778], [-1.04442, -3.25740, 0.05410], [-3.80370, -3.04375, 3.29235], [-5.14406, 0.86884, 0.78233], [-5.30907, 3.36307, 0.76162], [-3.22343, 4.70438, 1.05879], [-1.06813, 3.49661, 1.35782], [2.31751, 0.86867, -1.00388], [2.85019, 0.54004, 0.35176], [4.25067, 0.46422, 0.52026], [4.78368, 0.19509, 1.74197], [3.92866, 0.03293, 2.85517], [4.40729, -0.18669, 4.16581], [3.52214, -0.27853, 5.20066], [2.13685, -0.14914, 4.97186], [1.64550, 0.04965, 3.70813], [-0.07995, 0.19402, 3.41380], [2.54529, 0.12903, 2.62823], [2.02876, 0.34434, 1.36612], [2.79365, 1.77650, -1.37669], [1.24244, 1.03166, -0.99838], [2.53957, 0.06465, -1.70516], [4.87927, 0.62893, -0.34468], [5.85632, 0.13052, 1.88038], [5.47365, -0.26283, 4.33387], [3.88084, -0.44018, 6.20819], [1.44563, -0.20570, 5.80452], [-0.14199, 2.62796, -4.88398], [-1.19218, 3.05362, -4.08735], [-1.56893, 2.29871, -2.98883], [-0.92342, 1.10381, -2.65748], [0.13451, 0.69050, -3.47487], [0.51806, 1.44660, -4.57065], [-1.44233, 0.43226, -1.44938], [-1.15240, -0.74891, -0.85976], [-0.23082, -1.73427, -1.53216], [-0.65669, -2.36969, -2.69251], [0.16430, -3.28653, -3.33031], [1.42150, -3.57824, -2.81316], [1.84722, -2.96249, -1.64371], [1.01812, -2.05046, -1.00326], [0.15941, 3.20969, -5.74513], [-1.71688, 3.97047, -4.32074], [-2.38973, 2.63705, -2.36483], [0.66264, -0.22619, -3.26781], [1.33661, 1.10506, -5.19119], [-2.24941, 1.00081, -1.01094], [-1.63388, -2.13488, -3.09909], [-0.17667, -3.77589, -4.23307], [2.06212, -4.29202, -3.31398], [2.81770, -3.19768, -1.22485], [1.33435, -1.58346, -0.07459]],
  "forces_ev_per_angstrom": [[-0.262, 1.324, 0.237], [0.027, -0.010, -0.030], [-0.085, -0.075, 0.153], [0.171, -0.154, -0.259], [-0.136, -0.137, -0.133], [-0.295, 0.278, 0.285], [-0.012, 0.129, -0.071], [-0.010, -0.066, 0.047], [0.002, 0.031, -0.025], [-0.073, -0.241, -0.119], [-0.079, 0.053, -0.015], [-0.018, -0.086, -0.004], [0.010, 0.037, 0.004], [0.142, 0.019, 0.030], [0.548, -0.681, 0.222], [-0.017, 0.014, 0.019], [-0.004, 0.014, -0.005], [-0.019, 0.024, 0.002], [0.000, -0.021, 0.000], [0.009, -0.013, -0.003], [0.017, -0.013, -0.001], [-0.021, 0.030, 0.015], [0.086, 0.050, -0.011], [0.087, -0.005, 0.004], [-0.014, 0.023, -0.033], [0.080, -0.029, 0.004], [-0.012, 0.022, -0.060], [-0.143, 0.001, 0.020], [0.071, -0.023, 0.210], [-0.005, -0.125, -0.039], [0.096, 0.213, -0.418], [-0.145, 0.001, -0.010], [-0.057, -0.234, -0.025], [-0.001, 0.010, 0.018], [-0.060, -0.003, -0.008], [0.011, 0.008, -0.014], [-0.006, -0.006, 0.015], [-0.018, -0.008, -0.006], [-0.007, -0.002, -0.019], [-0.035, 0.003, 0.001], [0.052, 0.004, 0.007], [0.023, -0.024, -0.008], [-0.028, -0.005, 0.043], [-0.098, 0.124, 0.029], [-0.059, -0.024, 0.101], [0.049, -0.086, -0.004], [-0.010, -0.016, 0.023], [-0.004, 0.247, -0.078], [0.333, -0.628, -0.118], [0.080, 0.239, 0.254], [-0.082, -0.001, -0.029], [0.082, -0.045, -0.005], [-0.050, 0.021, -0.009], [-0.085, 0.045, -0.005], [-0.047, -0.027, 0.026], [0.005, -0.011, 0.006], [-0.006, -0.008, 0.014], [0.006, 0.022, -0.032], [0.027, -0.039, 0.012], [-0.008, -0.003, 0.013], [0.025, 0.024, -0.099], [0.022, -0.016, -0.009], [0.003, 0.004, 0.002], [-0.012, 0.001, -0.001], [-0.013, -0.002, -0.005], [-0.025, -0.144, -0.106]]
}



{
  "formula": "C5H6N2",
  "method": "wB97M-V/def2-TZVPD",
  "mol_weight_g_mol": 94.117,
  "orbital_gap_ha": 0.3264,
  "e_above_lowest_kj_mol": 569.1,
  "largest_force_ev_per_a": 1.2,
  "e_tot_ha": -303.419307,
  "e_homo_ha": -0.299,
  "elements": ["C", "C", "C", "C", "C", "N", "N", "H", "H", "H", "H", "H", "H"],
  "xyz": [[-0.18393, -1.32155, 0.17187], [-0.35611, 0.11213, 0.19137], [0.87986, 0.63480, 0.21975], [2.18546, 0.00703, 0.22472], [-1.67924, 0.80304, 0.11943], [0.96000, -1.71248, -0.25131], [1.97394, 1.30579, -0.22031], [-1.00801, -1.99051, 0.42983], [-2.09886, 0.71777, -0.88386], [-2.38317, 0.35120, 0.81634], [-1.57602, 1.85824, 0.36161], [1.17518, -2.70253, -0.18785], [2.11089, 1.93706, -0.99160]],
  "forces_ev_per_angstrom": [[-0.045, -0.321, -0.232], [-0.065, 0.553, 0.432], [0.316, -0.407, 0.003], [0.891, 0.486, 0.701], [0.151, -0.031, -0.296], [-0.336, -0.755, -0.655], [-0.646, 0.376, -0.226], [0.085, -0.088, 0.225], [-0.178, 0.066, -0.034], [-0.086, 0.033, 0.058], [-0.076, 0.019, 0.020], [-0.237, -0.101, 0.126], [0.225, 0.171, -0.122]]
}



{
  "formula": "C7H22N3O5OsPSSe2Te2",
  "method": "wB97M-V/def2-TZVPD",
  "mol_weight_g_mol": 894.660,
  "orbital_gap_ha": 0.2195,
  "e_above_lowest_kj_mol": 177.9,
  "largest_force_ev_per_a": 0.4,
  "e_tot_ha": -6989.560460,
  "e_homo_ha": -0.243,
  "elements": ["Os", "Se", "Te", "Te", "Se", "C", "C", "C", "C", "N", "H", "H", "H", "H", "H", "H", "H", "H", "H", "N", "C", "P", "O", "O", "C", "N", "H", "H", "H", "H", "H", "H", "H", "H", "H", "H", "C", "S", "O", "O", "O", "H", "H", "H"],
  "xyz": [[-0.86222, 0.51426, -1.20048], [-2.37069, 4.25820, -0.27189], [-3.01392, 2.03197, -0.89614], [-3.48664, -2.38650, -0.89324], [-2.38114, -0.79178, -2.57966], [-1.10993, -0.64267, 2.07959], [-1.73419, 0.71297, 1.75582], [-3.13790, 0.80162, 2.34900], [-0.85831, 1.85381, 2.27372], [-1.86633, 0.78750, 0.28480], [-0.94336, -0.72242, 3.15521], [-0.14454, -0.73886, 1.57098], [-1.76156, -1.45127, 1.74563], [-3.08990, 0.62762, 3.42530], [-3.78750, 0.04943, 1.89873], [-3.56394, 1.79324, 2.18431], [-0.79306, 1.78153, 3.36167], [-1.28741, 2.81841, 2.00687], [0.14484, 1.79722, 1.85317], [-0.52333, -3.51256, -1.62796], [0.32137, -3.24216, -0.42928], [1.52458, -1.98849, -0.98481], [2.66993, -2.60927, -1.70895], [0.64647, -0.97891, -1.66968], [2.33912, -1.12957, 0.43128], [3.57357, -0.57718, -0.22277], [-0.19165, -4.30037, -2.17829], [-0.57325, -2.67047, -2.23797], [-1.56043, -3.60906, -1.35935], [0.78935, -4.16292, -0.09031], [-0.33798, -2.84212, 0.34402], [2.63544, -1.83274, 1.20824], [1.76356, -0.30252, 0.83965], [3.33801, 0.25691, -0.81662], [3.90234, -1.31854, -0.87100], [4.29569, -0.31880, 0.44355], [1.36626, 3.67174, -1.66491], [1.52825, 1.92695, -1.65590], [2.92654, 1.58670, -1.86161], [0.57989, 1.40377, -2.66225], [1.04033, 1.44533, -0.33320], [1.66226, 4.03278, -2.64737], [2.01306, 4.07694, -0.89022], [0.31832, 3.90030, -1.45768]],
  "forces_ev_per_angstrom": [[0.095, -0.240, -0.029], [0.010, 0.096, -0.001], [0.353, -0.099, -0.085], [0.103, -0.050, -0.034], [-0.208, -0.083, -0.104], [0.081, 0.009, -0.045], [0.088, -0.006, -0.066], [0.014, -0.039, 0.009], [-0.016, 0.006, 0.023], [-0.142, 0.074, 0.079], [-0.005, -0.017, 0.001], [-0.109, 0.025, 0.087], [-0.014, 0.001, -0.006], [-0.001, 0.006, -0.001], [0.001, 0.001, 0.002], [0.006, -0.007, -0.020], [0.001, 0.004, 0.001], [0.018, -0.007, 0.005], [0.001, 0.002, -0.002], [0.085, 0.010, -0.190], [0.002, -0.067, -0.020], [0.244, -0.165, 0.136], [-0.123, 0.053, 0.048], [-0.227, 0.165, -0.151], [0.059, -0.020, 0.085], [-0.047, -0.131, -0.037], [0.023, -0.001, 0.016], [-0.010, -0.014, 0.095], [-0.100, 0.015, 0.195], [-0.034, -0.012, 0.001], [-0.067, 0.017, -0.037], [0.049, 0.016, 0.010], [0.046, -0.108, -0.044], [0.020, 0.050, -0.014], [-0.004, 0.073, 0.028], [-0.008, 0.003, 0.003], [0.006, 0.005, -0.018], [-0.105, 0.229, -0.027], [0.023, -0.068, 0.009], [-0.034, 0.164, 0.047], [-0.082, 0.102, 0.037], [-0.002, -0.004, -0.002], [0.006, 0.003, -0.002], [0.002, 0.009, 0.017]]
}



{
  "formula": "C4H9NO2",
  "method": "wB97M-V/def2-TZVPD",
  "smiles": "O=CCCNCO",
  "mol_weight_g_mol": 103.121,
  "orbital_gap_ha": 0.3585,
  "e_above_lowest_kj_mol": 268.9,
  "largest_force_ev_per_a": 3.0,
  "e_tot_ha": -362.983103,
  "e_homo_ha": -0.329,
  "elements": ["O", "C", "C", "C", "N", "C", "O", "H", "H", "H", "H", "H", "H", "H", "H", "H"],
  "xyz": [[0.04424, -2.43153, 2.17069], [0.81700, -1.99077, 1.36543], [0.91860, -0.48993, 1.11719], [-0.37768, 0.15833, 0.55109], [-0.06647, 1.12626, -0.48852], [-0.98192, 1.60003, -1.47540], [-0.37560, 1.56911, -2.76890], [1.36855, -2.74011, 0.74469], [1.47354, 0.03456, 1.88827], [1.45692, -0.42000, 0.14512], [-0.85619, -0.68028, 0.02453], [-1.01029, 0.47384, 1.38170], [0.82439, 1.58795, -0.42257], [-1.84378, 0.92057, -1.48746], [-1.38618, 2.55723, -1.12827], [0.54850, 1.79152, -2.58929]],
  "forces_ev_per_angstrom": [[-0.189, -0.231, 0.477], [-0.817, 0.178, 0.222], [0.746, -0.242, -2.844], [0.006, -1.040, -0.032], [0.597, -0.505, 0.807], [-0.331, -0.798, 0.653], [-0.205, 0.580, 0.744], [0.222, 0.720, 0.014], [-0.213, 0.104, 0.183], [0.783, -0.089, 0.873], [-0.439, 0.190, 0.318], [-0.234, 0.362, -0.194], [-0.151, 0.322, 0.253], [0.196, -0.012, -0.137], [0.192, 0.516, -0.909], [-0.163, -0.055, -0.429]]
}